Density functional theory data (ωB97M-V with the def2-TZVPD basis set) for an isolated molecule of C4H5NO2 at a distorted geometry.

```
12
Properties=species:S:1:pos:R:3:forces:R:3:mulliken_charge:R:1
C 1.079561 -0.369584 0.570290 1.1 -1.7 1.6 0.093
O -0.891176 2.254779 -0.849395 -2.2 0.7 1.2 -0.386
H 2.797919 -0.473911 1.693630 -0.2 -0.9 -0.1 0.275
O -2.979312 0.613985 -1.770658 0.5 -0.5 0.3 -0.551
H -1.570069 -0.792923 -1.213646 -0.2 -3.4 -0.1 0.355
H -1.794791 2.485732 -0.404569 2.1 -0.5 -1.0 0.354
C -1.945020 0.151696 -1.345230 -0.2 3.1 -0.1 0.155
H 1.616025 -1.802832 2.164346 -0.3 1.5 -0.4 0.290
C 2.003524 -1.156658 1.320855 0.3 0.6 2.7 -1.416
N -0.869361 0.895017 -0.928966 3.6 -2.1 2.8 0.097
H 2.357248 -1.944841 0.760640 1.5 -1.3 -1.9 0.334
C 0.195452 0.139540 0.002703 -6.0 4.5 -4.9 0.402
```
Forces are in eV/Å.

Computed properties:
- Max |F|: 8.91 eV/A
- Energy relative to the best compared isomer or geometry (same formula, charge and spin): 124.8 kcal per mole
- Energy: -360.47053 Ha
- Kohn-Sham gap: 10.180 eV